No. 1
Below is the ion CH7N5 with charge +2 at a distorted geometry, with properties calculated with ωB97M-V/def2-TZVPD.

Each line ends with the Mulliken charge.
Atoms and positions in Å:
C: 0.33326 0.16924 0.86998  0.505
N: 1.33526 0.17379 0.01226  -0.009
N: -0.91689 0.39925 0.20389  0.117
N: 0.46578 0.17781 2.16367  -0.299
N: 1.39499 -0.21697 -1.15295  0.078
N: -1.11882 -0.29166 -0.91863  -0.517
H: -1.46138 1.20808 0.52238  0.314
H: 1.40295 0.17420 2.55452  0.307
H: -0.44807 0.25634 2.71653  0.318
H: 1.97878 0.33479 -1.64682  0.264
H: 0.96989 -1.03903 -1.46411  0.301
H: -1.10146 -1.35839 -0.80147  0.366
H: -1.43805 0.19201 -1.70550  0.256

Atoms 1-6, force components in eV/Å:
C -2.44 -0.08 -0.34
N 0.72 1.19 0.70
N 1.95 -0.79 1.58
N -2.12 0.19 -0.03
N -1.67 -0.73 2.79
N 1.35 -2.35 2.03

Summary:
ΔE to the lowest compared entry with this formula, charge and spin ... 4.2 kcal per mole
E ... -8578.736 eV
F_max ... 4.6 eV/A
LUMO energy (alpha / beta) ... -11.982 / -11.974 eV
Charge ... +2

No. 2
Below is a cluster of 12 separate species, C4H33NO12S in total at a distorted geometry, with properties calculated with ωB97M-V/def2-TZVPD.

Each line ends with the Mulliken charge.
Atoms and positions in Å:
C: -0.49508 0.19116 0.31187  -0.095
N: -1.18239 -0.96998 0.86388  0.292
C: -2.68645 -0.75218 0.83018  -0.888
O: -3.06382 0.31478 1.59178  -0.611
C: 0.91888 -0.37819 0.14197  -0.522
C: 1.94666 0.69806 0.02967  0.027
S: 3.51440 -0.02808 0.57341  0.132
H: -0.53390 1.07117 0.92047  -0.089
H: -0.91198 0.57904 -0.72466  0.050
H: -0.88576 -1.16392 1.80144  0.020
H: -2.92270 -0.56879 -0.28208  0.338
H: -3.23804 -1.54300 1.30086  0.409
H: -3.26791 1.15747 1.12207  0.334
H: 1.07851 -0.82076 1.22001  0.736
H: 0.98619 -1.14260 -0.61816  -0.005
H: 2.03016 1.28220 -0.94425  0.396
H: 1.63136 1.45814 0.81512  0.336
H: 4.32824 0.87546 1.08291  0.296
H: -2.24219 0.75839 3.06440  0.500
H: -1.88347 0.27058 4.55183  0.341
O: -1.67544 0.88397 3.76033  -0.764
H: -1.73858 -2.56595 -2.18308  0.279
H: -2.60054 -2.64321 -0.98612  0.299
O: -2.58201 -2.39660 -1.87302  -0.604
H: 0.37811 -0.19308 -3.61799  0.209
H: 0.83604 0.27765 -2.34443  0.254
O: 0.29800 0.45582 -3.01060  -0.528
H: -0.45317 -3.12817 1.43639  0.285
H: -0.20562 -3.03400 2.99749  0.329
O: -0.68557 -3.48853 2.24671  -0.644
H: 0.79628 -3.05850 -3.46642  0.225
H: 0.99306 -3.14547 -2.00915  0.257
O: 1.23679 -2.71806 -2.83757  -0.483
H: 1.11438 -0.72761 4.07569  0.345
H: -0.50959 -0.36236 3.41402  0.355
O: 0.15120 -1.13669 3.61174  -0.710
H: 0.14967 1.70945 2.67021  0.386
H: -0.16107 3.17141 2.10653  0.309
O: 0.51145 2.46253 2.26809  -0.703
H: -3.50031 1.48816 -1.31564  0.303
H: -3.11678 2.67191 -0.37995  0.339
O: -3.58488 1.84541 -0.40412  -0.687
H: 2.88126 -1.62195 -3.77220  0.278
H: 3.34607 -0.04297 -3.11486  0.315
O: 2.70443 -0.65355 -3.60229  -0.631
H: -0.94845 2.82148 -1.65312  0.268
H: -0.95679 4.28136 -1.70126  0.355
O: -1.15288 3.47012 -0.98276  -0.633
H: 1.98256 1.21021 -3.61830  0.383
H: 2.53816 2.66249 -3.65945  0.300
O: 2.71136 1.79855 -3.17984  -0.679

Atoms 1-6, force components in eV/Å:
C -0.40 -0.55 -2.34
N -2.97 0.48 -1.45
C 1.58 0.31 -2.06
O -0.52 2.24 1.64
C 0.25 -0.44 2.57
C 0.44 2.17 0.35

Summary:
Multiplicity ... 2
E ... -41566.389 eV
F_max ... 9.8 eV/A
LUMO energy (alpha / beta) ... -3.136 / -8.394 eV
Charge ... +1

No. 3
Below is a cluster of 2 separate species, C4H9O3 in total at a distorted geometry, with properties calculated with ωB97M-V/def2-TZVPD.

Each line ends with the Mulliken charge.
Atoms and positions in Å:
C: -2.36409 -0.25094 0.63477  -0.324
C: -1.51130 0.94550 -0.12547  -0.323
O: -2.08271 -1.52762 0.31011  -0.508
H: -2.37425 0.09279 1.69930  0.209
H: -3.41516 -0.12495 0.46056  0.316
H: -1.71367 1.86125 0.38383  0.347
H: -1.13205 -1.62047 0.18920  0.353
H: -1.96555 1.07886 -1.09582  0.261
H: -0.57721 0.60276 -0.30219  -0.280
C: 2.34563 0.33086 -0.71582  -0.740
C: 2.65442 -0.83696 0.21900  0.537
O: 1.61900 -1.47845 0.63251  -0.689
O: 3.80179 -0.98774 0.57680  -0.702
H: 2.73060 0.10264 -1.73773  0.269
H: 2.62910 1.31849 -0.12267  0.110
H: 1.35546 0.49398 -1.00640  0.165

Atoms 1-6, force components in eV/Å:
C -0.03 4.36 0.40
C -4.97 -1.97 0.37
O 0.84 -1.46 -0.32
H 0.91 -1.09 0.00
H -0.77 0.28 -0.79
H 0.67 0.58 0.66

Summary:
ΔE to the lowest compared entry with this formula, charge and spin ... 43.4 kcal per mole
E ... -10436.583 eV
F_max ... 5.4 eV/A
LUMO energy ... 3.686 eV
Charge ... -1

No. 4
Below is a structure of composition C41H61N4O4PSSe2SiV, with properties calculated with ωB97M-V/def2-TZVPD.

Each line ends with the Mulliken charge.
Atoms and positions in Å:
V: -0.75412 -0.14380 0.02120  1.107
Se: -2.01189 -1.42207 -1.25561  -1.005
P: 0.70056 -4.15714 -1.20465  0.369
Se: 2.89892 -4.07992 -0.81136  -0.821
C: 0.54346 -5.07920 -2.81562  0.645
C: 1.63219 -5.38659 -3.62811  -0.375
C: 1.45945 -6.06298 -4.83075  -0.511
C: 0.19320 -6.44448 -5.25080  -0.401
C: -0.90589 -6.11431 -4.46654  -0.620
C: -0.73102 -5.42790 -3.27373  -0.449
C: 0.05714 -5.51861 -0.11516  0.547
C: 0.86742 -6.35624 0.64685  -0.268
C: 0.31101 -7.32225 1.47582  -0.543
C: -1.06801 -7.46468 1.56499  -0.439
C: -1.88774 -6.61693 0.83214  -0.681
C: -1.32872 -5.64717 0.01109  -0.510
H: 2.61970 -5.09220 -3.29138  0.237
H: 2.32616 -6.29892 -5.43942  0.361
H: 0.06077 -6.98478 -6.18171  0.329
H: -1.90556 -6.38598 -4.78731  0.365
H: -1.60283 -5.13698 -2.70006  0.258
H: 1.94211 -6.22789 0.57861  0.286
H: 0.96030 -7.96560 2.06022  0.371
H: -1.50087 -8.21837 2.21345  0.351
H: -2.96591 -6.69073 0.91940  0.363
H: -1.97516 -4.94368 -0.50276  0.191
C: 3.26117 6.39311 -4.39806  -1.449
C: 3.01380 4.99939 -3.83733  0.100
S: 4.56224 4.11227 -3.75163  1.308
O: 5.37528 4.74343 -2.74102  -0.681
O: 5.06810 3.98930 -5.09737  -0.720
C: 4.12166 2.48349 -3.19092  -0.699
C: 3.39545 2.49460 -1.85072  -0.373
N: 2.85409 1.18586 -1.51373  0.776
C: 1.53849 0.89339 -1.59967  0.336
N: 1.24408 -0.22753 -0.95442  -0.392
C: 2.41228 -0.69835 -0.42012  -0.475
C: 3.40667 0.17375 -0.73844  -0.471
N: 4.78761 0.08674 -0.44010  1.178
O: 5.54347 0.88611 -0.99697  -0.720
O: 5.14652 -0.76232 0.34452  -0.650
C: 0.57821 1.71390 -2.38429  -1.759
H: 2.32567 6.95083 -4.41178  0.409
H: 3.65489 6.33784 -5.41187  0.375
H: 3.97699 6.93179 -3.77794  0.350
H: 2.34765 4.41448 -4.47329  0.357
H: 2.61138 5.04929 -2.82598  0.006
H: 5.07035 1.95295 -3.10905  0.376
H: 3.51514 2.03301 -3.97759  0.369
H: 2.54442 3.16943 -1.87954  -0.326
H: 4.05915 2.82760 -1.05802  0.553
H: 2.47218 -1.65621 0.07786  0.716
H: 0.99170 1.94645 -3.36963  0.702
H: 0.32392 2.63949 -1.86181  0.114
H: -0.34266 1.14275 -2.49567  0.208
C: 1.44007 2.35263 1.58519  -0.591
C: 0.73530 3.70352 1.60004  1.026
C: 1.54682 4.68818 0.74170  -1.692
C: -0.73213 3.78847 1.17521  0.407
C: -1.34914 4.99268 1.51680  -0.901
C: -2.62914 5.31668 1.11327  -1.535
C: -3.30824 4.42347 0.29580  -0.342
C: -2.75959 3.20099 -0.05098  -0.212
C: -3.49622 2.29179 -1.01152  2.258
C: -4.98673 2.15372 -0.70315  -1.795
C: -3.29379 2.77790 -2.44877  -1.512
C: -1.47220 2.81696 0.44719  0.152
N: -1.00940 1.55230 0.21664  0.008
H: 2.43965 2.46764 2.01844  0.794
H: 1.54470 1.97804 0.56989  -0.283
H: 0.89751 1.59328 2.14248  -1.143
H: 0.76841 4.06376 2.63516  0.554
H: 1.40564 4.44874 -0.31795  0.175
H: 2.61498 4.62347 0.97061  0.491
H: 1.22401 5.72027 0.88381  0.519
H: -0.79352 5.69607 2.13183  0.450
H: -3.08826 6.24832 1.42311  0.334
H: -4.29327 4.68423 -0.07772  0.286
H: -3.05209 1.30018 -0.93662  -1.170
H: -5.53492 3.08333 -0.88889  0.402
H: -5.14738 1.86562 0.33667  0.336
H: -5.42299 1.37790 -1.33707  0.398
H: -3.75287 3.76145 -2.59663  0.352
H: -3.73974 2.07538 -3.15784  0.405
H: -2.23057 2.86650 -2.68402  0.221
C: -2.16450 -2.76457 2.13804  -1.174
Si: -1.30240 -1.08055 2.34658  1.197
C: 0.21904 -1.55103 3.50249  2.882
C: 1.38747 -1.87862 2.57469  -1.546
C: -0.06505 -2.78893 4.36221  -2.153
C: 0.67394 -0.43008 4.44188  -1.797
C: -2.58914 0.00954 3.31438  2.774
C: -3.75768 0.23339 2.34515  -1.881
C: -3.12230 -0.67554 4.57482  -2.001
C: -2.03772 1.38522 3.69917  -1.816
H: -2.52371 -3.19048 3.08107  0.405
H: -1.46593 -3.47628 1.69081  -0.270
H: -2.99773 -2.67344 1.43877  0.402
H: 1.13617 -2.62291 1.81119  0.036
H: 2.24092 -2.27548 3.14259  0.541
H: 1.72506 -0.97340 2.06432  0.071
H: -0.25350 -3.67243 3.75048  0.320
H: -0.92913 -2.64737 5.01754  0.346
H: 0.80406 -3.00870 4.99954  0.538
H: 0.76654 0.53329 3.93567  0.163
H: 1.65776 -0.67537 4.86776  0.533
H: -0.01957 -0.29730 5.27706  0.361
H: -4.27702 -0.70117 2.11495  0.264
H: -3.40930 0.65180 1.39799  0.043
H: -4.48653 0.93238 2.78196  0.588
H: -3.60518 -1.62845 4.34659  0.347
H: -3.86797 -0.03399 5.06824  0.505
H: -2.32694 -0.86841 5.30028  0.320
H: -1.56908 1.87952 2.84637  0.056
H: -1.30406 1.32526 4.50414  0.346
H: -2.85601 2.03314 4.04635  0.530

Atoms 1-6, force components in eV/Å:
V -0.22 0.75 -0.27
Se -0.59 -0.13 -0.25
P 0.64 -0.01 0.03
Se -0.23 -0.10 -0.06
C -0.06 -0.08 0.00
C -0.02 0.00 0.02

Summary:
Multiplicity ... 2
E ... -242040.176 eV
F_max ... 0.8 eV/A
LUMO energy (alpha / beta) ... 3.452 / 3.452 eV
Charge ... -2